Record 1
Molecular formula: C3H3BrNO4
Method: DFT, wB97M-V/def2-TZVPD

Each atom is followed by the atoms it is bonded to, with distances in Å.
Element x y z (Å)
1 C 2.01527 -0.18025 0.18916  O5 1.166, O6 1.143
2 C -1.06876 -0.63378 0.81751  C3 1.467, H10 1.060, H11 1.130, H12 1.073
3 C -0.33289 -0.01781 -0.29211  C2 1.467, N4 1.294, Br9 2.103
4 N -0.48375 1.18749 -0.73691  C3 1.294, O7 1.263, O8 1.236
5 O 2.60253 0.37349 -0.65164  C1 1.166
6 O 1.88607 -0.79169 1.14647  C1 1.143
7 O -0.98843 2.07108 0.01161  N4 1.263
8 O -0.03176 1.56332 -1.82467  N4 1.236
9 Br -0.14690 -1.33025 -1.92519  C3 2.103
10 H -1.20472 0.18549 1.47701  C2 1.060
11 H -1.94952 -1.24732 0.46326  C2 1.130
12 H -0.29712 -1.17979 1.32549  C2 1.073

Calculated values
Net charge   -1
HOMO-LUMO gap   7.59 eV
Calculated total energy   -3045.80126 a.u.
E_LUMO   3.36 eV

***

Record 2
Molecular formula: C4H13N3
Method: DFT, wB97M-V/def2-TZVPD

Each atom is followed by the atoms it is bonded to, with distances in Å.
Element x y z (Å)
1 C -0.27934 1.34326 -0.40279  C2 1.497, H8 1.074, H9 1.091
2 C -0.73010 -0.04355 -0.73940  C1 1.497, C3 1.527, H10 1.083, H11 1.085
3 C 0.60954 -0.77531 -0.69767  C2 1.527, C4 1.378, N6 1.365
4 C 0.99293 -1.79988 0.14037  C3 1.378, N5 1.485, H12 1.082
5 N 0.98956 -1.55905 1.60617  C4 1.485, H13 1.022, H14 1.021, H15 1.033
6 N 1.33197 -0.73386 -1.85500  C3 1.365, H16 1.006, H17 1.010
7 N -1.73749 2.20805 0.75441  H18 1.021, H19 1.013, H20 1.021
8 H 0.25729 1.49932 0.51491  C1 1.074
9 H -0.10314 2.02213 -1.23843  C1 1.091
10 H -1.16675 -0.07264 -1.73020  C2 1.083
11 H -1.43973 -0.47263 -0.03933  C2 1.085
12 H 1.12309 -2.84959 -0.08661  C4 1.082
13 H 1.71863 -2.10930 2.06431  N5 1.022
14 H 1.17086 -0.58905 1.86823  N5 1.021
15 H 0.05579 -1.69969 2.02511  N5 1.033
16 H 2.29540 -1.02301 -1.83967  N6 1.006
17 H 0.93272 -0.68359 -2.78156  N6 1.010
18 H -1.88857 2.46761 1.73056  N7 1.021
19 H -2.57101 1.75848 0.39353  N7 1.013
20 H -1.56164 3.11229 0.31307  N7 1.021

Calculated values
Net charge   +2
HOMO-LUMO gap   7.84 eV
Calculated total energy   -323.73017 a.u.
E_LUMO   -8.79 eV

***

Record 3
Molecular formula: C25H42FSi4
Method: DFT, wB97M-V/def2-TZVPD

Each atom is followed by the atoms it is bonded to, with distances in Å.
Element x y z (Å)
1 C 1.17059 -4.28379 3.04244  Si2 1.869, H17 1.088, H18 1.087, H19 1.087
2 Si 1.62068 -3.08450 1.68098  C1 1.869, C3 1.866, C4 1.866, Si5 2.335
3 C 3.17628 -2.23217 2.26066  Si2 1.866, H20 1.087, H21 1.086, H22 1.087
4 C 2.10441 -4.14199 0.22147  Si2 1.866, H23 1.087, H24 1.087, H25 1.086
5 Si -0.07491 -1.56969 1.14792  Si2 2.335, Si6 2.322, C10 1.857, Si13 2.321
6 Si -0.58493 -0.35239 3.05776  Si5 2.322, C7 1.870, C8 1.865, C9 1.865
7 C -1.11763 -1.40934 4.50610  Si6 1.870, H26 1.088, H27 1.087, H28 1.087
8 C 0.88933 0.64298 3.61875  Si6 1.865, H29 1.087, H30 1.087, H31 1.088
9 C -1.95968 0.87156 2.75616  Si6 1.865, H32 1.087, H33 1.087, H34 1.087
10 C 0.38910 -0.39874 -0.21660  Si5 1.857, C11 1.474, C12 1.316
11 C 1.74318 -0.48712 -0.79222  C10 1.474, H35 1.091, H36 1.089, H37 1.089
12 C -0.48918 0.48154 -0.64839  C10 1.316, H38 1.074, H39 1.069
13 Si -1.94725 -2.77864 0.49923  Si5 2.321, C14 1.870, C15 1.866, C16 1.866
14 C -2.55662 -3.99238 1.78536  Si13 1.870, H40 1.088, H41 1.087, H42 1.088
15 C -3.39448 -1.67388 0.09195  Si13 1.866, H43 1.087, H44 1.087, H45 1.087
16 C -1.58197 -3.75517 -1.04779  Si13 1.866, H46 1.088, H47 1.088, H48 1.087
17 H 1.99842 -4.96015 3.24316  C1 1.088
18 H 0.93793 -3.73924 3.95372  C1 1.087
19 H 0.30544 -4.87164 2.74762  C1 1.087
20 H 3.96665 -2.95677 2.43944  C3 1.087
21 H 3.51388 -1.52359 1.50970  C3 1.086
22 H 2.97413 -1.70005 3.18626  C3 1.087
23 H 2.93673 -4.79256 0.47788  C4 1.087
24 H 1.25921 -4.75652 -0.07649  C4 1.087
25 H 2.39674 -3.51132 -0.61330  C4 1.086
26 H -1.35944 -0.79037 5.36742  C7 1.088
27 H -1.99739 -1.98734 4.23321  C7 1.087
28 H -0.31687 -2.09150 4.78075  C7 1.087
29 H 0.61781 1.30494 4.43762  C8 1.087
30 H 1.67767 -0.02555 3.95437  C8 1.087
31 H 1.25581 1.23714 2.78466  C8 1.088
32 H -2.15053 1.46115 3.64957  C9 1.087
33 H -1.67923 1.53845 1.94450  C9 1.087
34 H -2.86788 0.33948 2.48578  C9 1.087
35 H 1.90010 0.26193 -1.56999  C11 1.091
36 H 2.50007 -0.32616 -0.02649  C11 1.089
37 H 1.90901 -1.46488 -1.24142  C11 1.089
38 H -0.25506 1.17160 -1.43687  C12 1.074
39 H -1.46568 0.53886 -0.21602  C12 1.069
40 H -3.44084 -4.51823 1.43105  C14 1.088
41 H -1.78082 -4.72203 2.00392  C14 1.087
42 H -2.80975 -3.45907 2.69877  C14 1.088
43 H -4.24625 -2.26373 -0.23802  C15 1.087
44 H -3.67981 -1.10820 0.97502  C15 1.087
45 H -3.11492 -0.98469 -0.70094  C15 1.087
46 H -2.48599 -4.22015 -1.43412  C16 1.088
47 H -1.17452 -3.08488 -1.80134  C16 1.088
48 H -0.85298 -4.53122 -0.82975  C16 1.087
49 F 2.60272 4.59839 -3.12060  C50 1.358
50 C 1.83338 4.49507 -2.00597  F49 1.358, C51 1.388, C62 1.379
51 C 2.41102 4.64458 -0.75252  C50 1.388, C52 1.381, H63 1.076
52 C 1.63918 4.54176 0.38829  C51 1.381, C53 1.371, H64 1.079
53 C 0.29670 4.28225 0.28789  C52 1.371, C54 1.413, H65 1.077
54 C -0.33279 4.11387 -0.96632  C53 1.413, C55 1.419, C62 1.410
55 C -1.72690 3.85038 -0.95194  C54 1.419, C56 1.419, H66 1.078
56 C -2.70172 3.59765 -1.95119  C55 1.419, C57 1.413, C61 1.411
57 C -4.03118 3.41867 -1.50726  C56 1.413, C58 1.371, H67 1.077
58 C -5.05514 3.17078 -2.38382  C57 1.371, C59 1.382, H68 1.079
59 C -4.79873 3.08942 -3.73958  C58 1.382, C60 1.384, H69 1.077
60 C -3.50728 3.25237 -4.21117  C59 1.384, C61 1.375, H70 1.079
61 C -2.47216 3.49899 -3.34037  C56 1.411, C60 1.375, H71 1.071
62 C 0.48277 4.23901 -2.10999  C50 1.379, C54 1.410, H72 1.069
63 H 3.46658 4.84152 -0.68521  C51 1.076
64 H 2.09413 4.66666 1.35877  C52 1.079
65 H -0.29865 4.21227 1.18232  C53 1.077
66 H -2.13664 3.84249 0.04520  C55 1.078
67 H -4.23802 3.48214 -0.45256  C57 1.077
68 H -6.06091 3.03961 -2.01666  C58 1.079
69 H -5.60731 2.89536 -4.42478  C59 1.077
70 H -3.31968 3.17851 -5.27111  C60 1.079
71 H -1.48186 3.59920 -3.73511  C61 1.071
72 H 0.07769 4.16883 -3.09681  C62 1.069

Calculated values
Net charge   +1
HOMO-LUMO gap   4.49 eV
Calculated total energy   -2235.43189 a.u.
E_LUMO   -6.10 eV

***

Record 4
Molecular formula: C30H24F6N3O2
Method: DFT, wB97M-V/def2-TZVPD

Each atom is followed by the atoms it is bonded to, with distances in Å.
Element x y z (Å)
1 F -1.81195 4.24438 -3.65227  C2 1.359
2 C -3.02288 4.21880 -3.03651  F1 1.359, F3 1.372, F4 1.373, C5 1.513
3 F -3.21540 5.44965 -2.46226  C2 1.372
4 F -3.97614 4.09486 -4.01651  C2 1.373
5 C -3.15934 3.07789 -2.05257  C2 1.513, C6 1.391, C21 1.388
6 C -4.29164 3.03491 -1.24651  C5 1.391, C7 1.383, H22 1.085
7 C -4.46767 1.96722 -0.38589  C6 1.383, C8 1.395, H23 1.090
8 C -3.54862 0.91831 -0.34489  C7 1.395, C9 1.525, C20 1.402
9 C -3.72853 -0.07461 0.79791  C8 1.525, C10 1.512, H24 1.114, H34 1.082
10 C -3.52657 -1.56985 0.69257  C9 1.512, C11 1.401, C19 1.402
11 C -3.15906 -2.30587 -0.44123  C10 1.401, C12 1.399, H25 1.091
12 C -2.78659 -3.64574 -0.28659  C11 1.399, C13 1.396, H26 1.082
13 C -2.78006 -4.21516 0.98748  C12 1.396, C14 1.511, C18 1.383
14 C -2.24535 -5.61017 1.21595  C13 1.511, F15 1.372, F16 1.373, F17 1.372
15 F -2.25491 -5.97260 2.53963  C14 1.372
16 F -3.01739 -6.54743 0.57540  C14 1.373
17 F -0.95713 -5.76353 0.77073  C14 1.372
18 C -3.33727 -3.55901 2.07004  C13 1.383, C19 1.380, H27 1.081
19 C -3.71170 -2.24091 1.90937  C10 1.402, C18 1.380, H28 1.089
20 C -2.42152 0.95332 -1.17850  C8 1.402, C21 1.408, H29 1.098
21 C -2.20474 2.07205 -2.00551  C5 1.388, C20 1.408, H30 1.085
22 H -5.02034 3.83771 -1.28847  C6 1.085
23 H -5.33093 1.95381 0.27935  C7 1.090
24 H -4.69071 0.14071 1.31549  C9 1.114
25 H -3.16806 -1.84837 -1.43140  C11 1.091
26 H -2.52519 -4.27100 -1.12991  C12 1.082
27 H -3.47544 -4.08162 3.00592  C18 1.081
28 H -4.13963 -1.72860 2.76991  C19 1.089
29 H -1.68915 0.13497 -1.19038  C20 1.098
30 H -1.28758 2.15670 -2.57906  C21 1.085
31 C -4.84318 1.71458 6.77148  N32 1.456, H52 1.088, H53 1.101, H54 1.099
32 N -3.40382 1.51333 6.68394  C31 1.456, C33 1.359, C47 1.421
33 C -2.51496 2.27856 5.99772  N32 1.359, C35 1.483, N44 1.363
34 H -2.92421 0.20916 1.46446  C9 1.082
35 C -2.72070 3.63877 5.44322  C33 1.483, C36 1.412, C43 1.413
36 C -2.42654 4.76184 6.24675  C35 1.412, C37 1.388, H55 1.087
37 C -2.59039 6.05575 5.77147  C36 1.388, C38 1.405, H56 1.079
38 C -3.08636 6.26161 4.47292  C37 1.405, N39 1.428, C42 1.392
39 N -3.35715 7.54691 3.91222  C38 1.428, O40 1.262, O41 1.246
40 O -3.78684 7.53191 2.72622  N39 1.262
41 O -3.18303 8.61611 4.52824  N39 1.246
42 C -3.34351 5.16882 3.64911  C38 1.392, C43 1.387, H57 1.081
43 C -3.17260 3.87790 4.12598  C35 1.413, C42 1.387, H58 1.084
44 N -1.40300 1.51885 5.78596  C33 1.363, C45 1.442, C46 1.410
45 C -0.36296 1.78487 4.82355  N44 1.442, H59 1.088, H60 1.092, H61 1.094
46 C -1.50554 0.31334 6.51035  N44 1.410, C47 1.386, C51 1.388
47 C -2.77356 0.29950 7.06959  N32 1.421, C46 1.386, C48 1.390
48 C -3.11276 -0.62090 8.05429  C47 1.390, C49 1.410, H62 1.089
49 C -2.04314 -1.30839 8.66448  C48 1.410, C50 1.409, H63 1.092
50 C -0.75143 -1.28363 8.10097  C49 1.409, C51 1.408, H64 1.088
51 C -0.51524 -0.57387 6.90765  C46 1.388, C50 1.408, H65 1.088
52 H -5.24178 1.03543 7.52179  C31 1.088
53 H -5.12290 2.74800 7.02658  C31 1.101
54 H -5.28088 1.46424 5.79472  C31 1.099
55 H -2.07000 4.56767 7.25482  C36 1.087
56 H -2.35201 6.92570 6.36306  C37 1.079
57 H -3.68179 5.38658 2.64591  C42 1.081
58 H -3.40422 3.04651 3.47025  C43 1.084
59 H 0.48038 1.13439 5.04648  C45 1.088
60 H -0.73833 1.52384 3.83196  C45 1.092
61 H -0.05563 2.83460 4.81417  C45 1.094
62 H -4.16576 -0.71591 8.31514  C48 1.089
63 H -2.21402 -1.84248 9.60103  C49 1.092
64 H 0.05846 -1.80389 8.60818  C50 1.088
65 H 0.39416 -0.66369 6.31732  C51 1.088

Calculated values
Net charge   +1
HOMO-LUMO gap   7.40 eV
Calculated total energy   -2071.24492 a.u.
E_LUMO   -4.11 eV